Entry from the OMol25 dataset: a gas-phase ion, C5H10NO2 (charge -1) (ωB97M-V/def2-TZVPD).

Frontier orbital gap: 6.27 eV
Lowest unoccupied orbital energy: 3.7 eV
HOMO: -2.5901 eV
Structure (SMILES): CC(=O)NCCC[O-]
Energy relative to the best compared isomer or geometry (same formula, charge and spin): 200.0 kJ/mol

```
! wB97M-V def2-TZVPD RIJCOSX def2/J DEFGRID3
* xyz -1 1
C -0.776 1.866 -0.554
C -1.297 1.290 0.740
O -2.181 1.798 1.415
N -0.526 0.267 1.229
C -0.057 -0.877 0.380
C 1.462 -0.917 0.180
C 1.752 -1.147 -1.329
O 1.283 -2.322 -1.771
H 0.146 2.379 -0.302
H -1.475 2.506 -1.084
H -0.444 1.050 -1.200
H -0.803 -0.042 2.147
H -0.649 -0.970 -0.534
H -0.399 -1.756 0.926
H 1.960 -0.003 0.525
H 1.830 -1.753 0.784
H 1.316 -0.240 -1.834
H 2.868 -1.021 -1.448
*
```

=====

Entry from the OMol25 dataset: 2 unconnected molecules or ions with the total composition C3H9NO2 (ωB97M-V/def2-TZVPD).

Frontier orbital gap: 9.81 eV
Lowest unoccupied orbital energy: 0.9 eV
HOMO: -8.8853 eV
Structure (SMILES): CNCC=O.O
Energy relative to the best compared isomer or geometry (same formula, charge and spin): 175.5 kJ/mol

```
! wB97M-V def2-TZVPD RIJCOSX def2/J DEFGRID3
* xyz 0 1
C -1.194 -0.537 1.922
N -0.514 -1.196 0.815
C 0.085 -0.395 -0.205
C 1.374 0.291 0.212
O 2.134 0.899 -0.483
H -1.786 -1.248 2.461
H -0.522 -0.076 2.641
H -1.823 0.240 1.495
H 0.036 -1.981 1.130
H -0.637 0.380 -0.506
H 0.247 -0.970 -1.113
H 1.592 0.137 1.302
O 0.103 1.185 -3.287
H 0.413 1.498 -2.434
H 0.491 1.773 -3.950
*
```

=====

Entry from the OMol25 dataset: 9 unconnected molecules or ions with the total composition C45H67Br2FN2O18 (ωB97M-V/def2-TZVPD).

Frontier orbital gap: 9.39 eV
Lowest unoccupied orbital energy: 0.0 eV
HOMO: -9.4146 eV
Structure (SMILES): CCC[C@H](C)[C@@]1(N=C=O)[C@H](Br)C(=O)N[C@@]1(F)CCCBr.O=C1CCCO1.O=C1CCCO1.O=C1CCCO1.O=C1CCCO1.O=C1CCCO1.O=C1CCCO1.O=C1CCCO1.O=C1CCCO1

```
! wB97M-V def2-TZVPD RIJCOSX def2/J DEFGRID3
* xyz 0 1
C 0.978 3.053 -3.278
C -0.522 3.758 -3.054
C -1.504 3.379 -4.311
C -2.289 4.646 -4.991
C -1.209 5.800 -5.531
C -3.503 5.282 -4.095
N -3.263 6.610 -3.356
C -2.533 6.409 -2.211
O -1.677 6.271 -1.160
C -4.540 5.811 -5.297
Br -5.384 7.640 -5.022
C -5.575 4.542 -5.636
O -6.240 4.355 -6.789
N -5.534 3.657 -4.381
C -4.591 4.255 -3.362
F -5.494 5.270 -2.699
C -4.103 3.380 -2.065
C -4.219 1.754 -2.234
C -2.998 0.977 -1.396
Br -3.728 0.061 0.269
H 0.950 2.171 -4.050
H 1.729 3.880 -3.625
H 1.385 2.594 -2.257
H -0.891 3.339 -2.005
H -0.303 4.921 -2.984
H -2.296 2.546 -4.093
H -0.794 2.935 -5.162
H -2.795 4.226 -5.988
H -0.157 5.703 -5.022
H -1.649 6.899 -5.439
H -1.017 5.638 -6.698
H -4.045 5.973 -6.366
H -5.490 2.630 -4.556
H -4.815 3.670 -1.152
H -3.024 3.703 -1.746
H -5.221 1.423 -1.703
H -4.197 1.364 -3.339
H -2.574 0.112 -2.070
H -2.196 1.790 -1.107
O -2.033 -2.188 1.602
C -2.902 -2.803 2.198
C -2.741 -4.163 2.808
C -4.172 -4.577 3.040
C -4.867 -3.257 3.252
O -4.157 -2.323 2.441
H -2.187 -4.071 3.746
H -2.232 -4.845 2.122
H -4.297 -5.269 3.877
H -4.565 -5.062 2.138
H -4.817 -2.924 4.294
H -5.915 -3.294 2.941
O 0.969 6.554 5.084
C 0.237 6.242 4.159
C -0.751 7.147 3.490
C -1.615 6.170 2.733
C -0.661 5.039 2.449
O 0.238 5.016 3.557
H -0.217 7.824 2.817
H -1.331 7.710 4.225
H -2.065 6.591 1.830
H -2.425 5.817 3.383
H -0.083 5.202 1.534
H -1.179 4.078 2.375
O 3.491 3.351 -4.337
C 3.639 2.655 -5.328
C 4.939 2.409 -6.031
C 4.483 1.840 -7.351
C 3.185 1.166 -6.988
O 2.636 1.951 -5.930
H 5.525 1.686 -5.457
H 5.496 3.339 -6.166
H 5.207 1.161 -7.808
H 4.292 2.657 -8.057
H 3.335 0.144 -6.624
H 2.488 1.144 -7.831
O 3.107 2.241 -0.233
C 2.469 1.308 0.226
C 2.912 0.421 1.350
C 1.963 -0.744 1.227
C 0.734 -0.107 0.633
O 1.219 0.952 -0.191
H 2.783 0.952 2.297
H 3.950 0.108 1.219
H 1.769 -1.253 2.175
H 2.374 -1.480 0.525
H 0.076 0.320 1.398
H 0.160 -0.814 0.027
O -2.331 -7.431 1.253
C -3.063 -7.743 0.328
C -4.051 -6.837 -0.342
C -4.915 -7.815 -1.098
C -3.961 -8.946 -1.382
O -3.062 -8.968 -0.274
H -3.517 -6.161 -1.015
H -4.631 -6.275 0.393
H -5.365 -7.394 -2.001
H -5.725 -8.167 -0.449
H -3.383 -8.782 -2.298
H -4.479 -9.907 -1.457
O 4.691 -2.549 2.833
C 4.839 -3.245 1.842
C 6.139 -3.491 1.139
C 5.683 -4.060 -0.181
C 4.385 -4.734 0.182
O 3.836 -3.950 1.240
H 6.725 -4.214 1.713
H 6.696 -2.561 1.004
H 6.407 -4.739 -0.638
H 5.492 -3.243 -0.887
H 4.535 -5.756 0.546
H 3.688 -4.756 -0.661
O -0.541 -3.378 6.094
C -1.388 -4.106 6.585
C -1.635 -4.285 8.052
C -2.472 -5.539 8.081
C -3.186 -5.490 6.756
O -2.279 -4.847 5.862
H -2.185 -3.419 8.430
H -0.697 -4.416 8.597
H -3.152 -5.591 8.935
H -1.816 -6.417 8.117
H -4.108 -4.900 6.802
H -3.424 -6.490 6.384
O 8.860 -2.922 3.101
C 8.675 -1.752 3.390
C 7.812 -1.260 4.512
C 7.639 0.197 4.163
C 8.911 0.512 3.421
O 9.267 -0.699 2.754
H 8.345 -1.391 5.458
H 6.854 -1.784 4.531
H 7.478 0.839 5.033
H 6.779 0.314 3.493
H 9.727 0.792 4.095
H 8.768 1.309 2.686
*
```

=====

Entry from the OMol25 dataset: a molecular structure, C19H20N2O2Se2W (ωB97M-V/def2-TZVPD).

⟨S²⟩: 2.026
Frontier orbital gap (spin up / spin down): 7.58 / 6.02 eV
Lowest unoccupied orbital energy (spin up / spin down): -14.9 / -16.8 eV
HOMO (spin up / spin down): -22.5066 / -22.7672 eV
Energy relative to the best compared isomer or geometry (same formula, charge and spin): 256.0 kJ/mol

```
! wB97M-V def2-TZVPD RIJCOSX def2/J DEFGRID3
* xyz 4 3
W -0.020 -0.516 -0.159
C -2.834 1.218 -2.105
C -1.715 0.258 -1.899
C -0.387 0.604 -2.233
C 0.599 -0.383 -2.456
C 1.919 0.005 -3.046
C 0.216 -1.741 -2.253
C -1.039 -2.098 -1.735
C -1.464 -3.526 -1.590
C -1.923 -1.042 -1.372
H -3.729 0.969 -1.537
H -3.084 1.090 -3.170
H -2.545 2.262 -1.984
H -0.137 1.635 -2.464
H 1.710 0.343 -4.067
H 2.611 -0.830 -3.115
H 2.375 0.844 -2.517
H 0.922 -2.523 -2.505
H -2.012 -3.781 -2.506
H -2.156 -3.676 -0.762
H -0.616 -4.207 -1.519
H -2.910 -1.312 -1.012
Se -0.064 -0.928 3.434
Se -0.512 -2.476 1.647
C 1.254 -2.860 1.052
C 2.066 -3.854 1.541
C 3.363 -3.918 1.013
C 3.761 -2.986 0.070
C 2.859 -2.022 -0.380
N 1.608 -1.984 0.089
C -1.188 0.381 2.764
C -1.743 1.174 3.768
C -2.630 2.199 3.410
C -2.890 2.371 2.076
C -2.258 1.542 1.124
N -1.421 0.554 1.421
H 1.726 -4.547 2.302
H 4.052 -4.681 1.358
H 4.768 -2.990 -0.328
H 3.151 -1.277 -1.104
H -1.506 0.995 4.812
H -3.082 2.829 4.168
H -3.555 3.149 1.721
H -2.436 1.736 0.081
O 0.945 1.103 0.160
O 1.125 0.199 1.245
*
```

=====

Entry from the OMol25 dataset: 5 unconnected molecules or ions with the total composition C30H53N3O5PS4 (ωB97M-V/def2-TZVPD).

Frontier orbital gap: 6.43 eV
Lowest unoccupied orbital energy: -4.2 eV
HOMO: -10.6305 eV

```
! wB97M-V def2-TZVPD RIJCOSX def2/J DEFGRID3
* xyz 1 1
C 3.656 -0.927 3.533
C 4.769 -1.615 3.075
C 4.727 -2.519 1.799
C 4.223 -1.756 0.517
C 2.826 -2.216 -0.094
C 1.634 -2.763 0.724
C 0.679 -1.506 0.950
C -0.835 -1.857 0.795
S -1.757 -0.322 1.310
C -3.079 -0.046 0.133
S -3.694 1.459 -0.081
N -3.614 -1.171 -0.593
C -3.546 -1.461 -1.934
C -4.285 -2.700 -1.962
N -4.684 -3.037 -0.692
C -4.295 -2.095 0.176
N 2.774 -2.085 -1.397
S 1.399 -2.559 -2.328
C 4.086 -1.477 -1.815
O 4.413 -1.374 -3.146
C 3.666 -0.336 -3.808
C 4.238 1.115 -3.596
C 2.976 2.074 -3.424
C 5.115 -2.041 -0.793
C 6.232 -0.899 -0.794
P 5.808 -3.766 -1.013
S 7.541 -3.677 -1.934
H 3.263 -1.226 4.529
H 3.169 -0.156 2.900
H 5.691 -1.514 3.695
H 5.757 -2.932 1.695
H 4.004 -3.334 2.034
H 4.128 -0.686 0.812
H 1.115 -3.602 0.216
H 1.990 -3.164 1.704
H 0.896 -0.984 1.907
H 0.915 -0.783 0.124
H -1.101 -2.624 1.555
H -1.125 -2.145 -0.239
H -3.052 -0.876 -2.720
H -4.464 -3.238 -2.904
H -4.498 -2.095 1.254
H 1.185 -3.897 -2.106
H 3.963 -0.417 -1.445
H 2.590 -0.324 -3.511
H 3.673 -0.519 -4.909
H 4.889 1.457 -4.430
H 4.804 1.196 -2.638
H 2.661 1.973 -2.360
H 2.128 1.691 -4.045
H 3.176 3.108 -3.746
H 6.364 -0.489 -1.822
H 7.186 -1.268 -0.364
H 5.911 -0.036 -0.158
H 4.957 -4.600 -1.804
H 6.083 -4.412 0.230
C 5.705 -8.471 2.023
C 5.508 -7.429 0.955
O 4.759 -6.485 1.124
C 6.277 -7.604 -0.329
H 5.093 -8.221 2.889
H 5.400 -9.449 1.648
H 6.752 -8.497 2.329
H 5.997 -8.545 -0.805
H 7.349 -7.592 -0.126
H 6.042 -6.785 -1.009
C -5.751 4.301 0.816
C -6.631 5.460 1.214
O -6.231 6.602 1.156
C -8.025 5.137 1.686
H -4.779 4.679 0.498
H -5.607 3.634 1.668
H -6.205 3.757 -0.015
H -7.981 4.507 2.576
H -8.578 4.630 0.892
H -8.543 6.062 1.938
C 0.189 5.231 -2.784
C 0.566 4.971 -4.220
O 1.451 4.191 -4.509
C -0.200 5.716 -5.281
H 0.820 4.629 -2.129
H 0.341 6.285 -2.544
H -0.853 4.955 -2.617
H -0.065 6.792 -5.151
H -1.259 5.462 -5.223
H 0.176 5.433 -6.264
C -10.845 5.104 6.546
C -10.414 4.844 5.125
O -9.470 4.126 4.874
C -11.205 5.513 4.030
H -10.189 4.562 7.227
H -10.775 6.170 6.767
H -11.869 4.756 6.694
H -11.152 6.597 4.141
H -12.245 5.183 4.068
H -10.786 5.238 3.062
*
```

=====

Entry from the OMol25 dataset: 2 unconnected molecules or ions with the total composition C3H4O2 (ωB97M-V/def2-TZVPD).

Frontier orbital gap (spin up / spin down): 7.53 / 8.31 eV
Lowest unoccupied orbital energy (spin up / spin down): -1.3 / -0.6 eV
HOMO (spin up / spin down): -8.8569 / -8.9268 eV
Energy relative to the best compared isomer or geometry (same formula, charge and spin): 1017.4 kJ/mol

```
! wB97M-V def2-TZVPD RIJCOSX def2/J DEFGRID3
* xyz 0 1
C 0.828 0.206 0.455
C 0.360 0.491 -0.692
C -2.238 0.323 -0.543
O -4.269 -0.180 0.077
O -3.002 0.058 0.353
H 1.828 0.167 0.534
H 0.169 -0.116 1.352
H 0.060 0.848 -1.693
H -2.535 0.588 -1.568
*
```